1.
Below is a molecular structure, C18H46Ag3NO16P2 in a non-equilibrium geometry, with properties calculated with ωB97M-V/def2-TZVPD.

Structure (XYZ):
```
86
Properties=species:S:1:pos:R:3:forces:R:3
Ag -1.218 2.630 4.824 0.28 -0.67 -0.32
Ag 4.023 4.568 4.503 0.13 -0.37 -0.21
Ag -0.560 5.748 0.940 -0.26 -0.39 -1.35
N 0.868 1.921 1.844 -0.51 -2.42 1.34
O 1.686 2.351 2.668 1.31 1.24 2.29
O 0.318 0.819 2.067 -0.20 0.75 -0.06
O 0.639 2.572 0.863 -1.12 1.83 -2.64
C -4.792 -1.237 2.384 -0.78 -0.23 0.36
O -5.947 -2.101 2.580 0.30 -0.48 0.14
P -5.919 -3.720 2.567 0.64 -2.30 1.52
O -4.730 -4.444 3.136 -1.88 2.00 -0.69
O -7.375 -4.126 3.288 1.51 0.50 -1.33
C -7.710 -3.833 4.662 1.53 1.20 0.08
O -6.069 -4.139 1.025 0.93 -0.55 2.47
C -7.158 -3.689 0.328 -1.71 1.19 -1.90
H -4.522 -0.815 3.352 0.16 -0.30 0.15
H -5.151 -0.391 1.797 0.12 -0.26 -0.35
H -3.937 -1.741 1.933 -0.20 -0.04 -0.05
H -6.812 -3.484 5.171 0.25 -0.06 0.08
H -8.036 -4.679 5.267 -0.38 -0.19 -0.80
H -8.363 -2.960 4.693 -0.49 -0.43 -0.10
H -7.794 -4.469 -0.091 0.15 -0.43 0.49
H -6.790 -3.163 -0.553 -0.04 0.34 0.02
H -7.781 -3.022 0.925 -0.10 0.06 -0.14
C -2.490 -4.323 -3.435 -0.19 -0.97 -0.38
O -2.909 -3.061 -2.976 -0.09 4.46 -1.17
P -2.616 -1.613 -3.851 0.66 -0.82 -0.99
O -3.281 -1.394 -5.216 2.28 -0.99 3.78
O -2.966 -0.440 -2.796 -0.59 -0.89 -0.44
C -2.492 0.921 -2.967 0.43 -0.80 0.52
O -0.932 -1.546 -3.788 -2.05 -0.88 -0.18
C -0.214 -1.841 -2.553 0.87 0.65 -0.60
H -1.806 -4.739 -2.695 0.01 -0.05 -0.09
H -2.032 -4.358 -4.424 0.14 0.42 0.02
H -3.390 -4.934 -3.500 0.12 -0.18 0.10
H -2.212 1.210 -3.981 -0.29 -0.37 -0.13
H -1.600 0.949 -2.341 0.06 0.47 -0.02
H -3.259 1.588 -2.575 0.01 -0.15 -0.10
H -0.798 -2.116 -1.675 -0.33 0.38 -0.29
H 0.426 -0.968 -2.432 -0.46 0.40 0.69
H 0.576 -2.584 -2.666 -0.55 -0.67 -0.68
C 5.064 -3.547 -1.911 -0.46 -0.47 0.67
O 4.516 -3.138 -3.140 1.13 1.54 -1.95
C 5.388 -2.185 -3.879 -0.23 0.42 1.15
C 5.135 -0.708 -3.457 -0.11 -2.26 0.83
O 5.636 -0.611 -2.083 -0.08 0.71 -1.14
C 4.987 0.390 -1.341 -0.18 0.68 -0.25
H 5.845 -4.307 -1.955 0.57 0.25 -0.61
H 4.274 -4.112 -1.417 -0.28 0.35 0.20
H 5.376 -2.693 -1.310 0.03 -0.23 0.07
H 5.287 -2.174 -4.965 -0.77 -0.79 0.02
H 6.433 -2.447 -3.713 0.07 -0.02 0.27
H 4.056 -0.582 -3.542 -0.32 0.12 0.67
H 5.512 -0.027 -4.221 0.88 0.33 0.47
H 5.136 1.375 -1.783 -0.46 0.17 -0.66
H 5.388 0.612 -0.352 0.40 -1.12 0.21
H 3.933 0.126 -1.250 -0.23 0.33 0.07
C 0.639 5.597 -2.547 0.19 1.23 -0.60
O -0.405 6.619 -2.337 0.44 -2.07 -0.80
C -1.595 6.436 -3.205 2.25 0.04 1.54
C -2.746 6.381 -2.277 -1.70 0.44 0.24
O -2.721 5.395 -1.233 0.37 -0.73 0.81
C -3.924 5.258 -0.416 -0.52 0.58 -1.90
H 1.402 5.780 -1.791 -0.12 -0.07 0.15
H 1.140 5.739 -3.505 0.00 0.51 -0.15
H 0.404 4.535 -2.607 -1.00 0.05 0.69
H -1.511 5.572 -3.864 0.17 -0.20 0.27
H -1.669 7.322 -3.835 -0.20 0.02 0.05
H -3.551 6.235 -2.997 -0.86 -0.26 0.49
H -2.892 7.341 -1.783 0.03 0.27 -0.18
H -4.800 5.141 -1.055 0.02 -0.19 -0.45
H -4.194 6.178 0.103 0.58 0.03 0.59
H -3.935 4.341 0.172 0.74 0.28 0.18
C 7.263 -0.605 5.899 -0.95 -0.44 0.79
C 6.485 0.289 5.003 0.31 2.33 -0.79
C 5.342 -0.508 4.427 -1.16 0.72 0.27
O 5.397 -1.787 4.982 0.14 -0.01 0.63
C 6.717 -1.912 5.423 2.23 -2.86 -0.48
H 6.834 -0.517 6.897 0.71 0.45 0.37
H 8.339 -0.446 5.834 -0.18 -0.38 0.28
H 7.068 0.763 4.214 0.28 -0.17 -0.05
H 6.108 1.109 5.614 -0.20 0.32 -0.10
H 5.301 -0.553 3.338 0.09 0.09 -0.09
H 4.462 -0.011 4.834 -0.69 -0.27 -0.56
H 7.363 -2.260 4.617 -0.01 0.05 -0.74
H 6.838 -2.751 6.109 -0.59 0.22 0.46
```
Positions in Å, forces in eV/Å.

The relative energy (zero: lowest compared OMol25 entry of this formula, charge and spin) comes out at 901.8 kJ/mol. The calculation puts the orbital gap at 0.09280 Ha. As for the net charge: +2. The LUMO energy is -9.55 eV.

These are the Mulliken partial charges, in e, on atoms 1 to 2: atom 1 (Ag): 0.97, atom 2 (Ag): 0.98

=====

2.
Below is a molecular structure, Ba4Cl2F3O20P3Pd2 in a non-equilibrium geometry, with properties calculated with ωB97M-V/def2-TZVPD.

Structure (XYZ):
```
34
Properties=species:S:1:pos:R:3:forces:R:3
Pd -0.831 -0.908 -0.239 0.51 0.28 1.15
Pd 0.917 -3.169 -0.750 -2.73 2.14 4.16
Ba -0.863 1.038 -2.779 -0.28 0.40 0.47
Ba 0.967 1.891 2.460 0.78 2.27 -0.50
Ba 3.183 2.014 -0.904 0.18 1.28 1.78
Ba -0.074 -3.237 2.754 0.21 1.25 0.93
P 1.931 -0.140 -2.893 -5.46 1.91 -7.76
O 0.736 -1.057 -2.417 -0.40 1.86 -0.77
O 1.608 1.494 -3.364 -0.36 -4.54 2.01
O 2.409 -0.520 -4.477 -1.32 0.22 1.33
O 3.066 -0.359 -2.143 7.03 -0.61 5.39
P 2.732 4.610 1.456 4.54 1.76 1.20
O 2.474 6.100 1.103 -0.48 -2.27 1.04
O 2.032 3.621 0.494 -3.20 -2.16 -0.89
O 2.402 4.097 2.981 -0.77 0.08 -2.47
O 4.257 4.210 1.087 -1.50 -0.03 0.39
P 1.825 -0.973 2.093 -0.18 -0.75 -0.90
O 2.783 0.168 1.657 -1.80 -0.99 0.16
O 1.824 -2.274 1.213 0.20 -1.12 -1.80
O 0.258 -0.689 2.105 -0.42 1.48 -1.71
O 1.918 -1.474 3.499 1.37 -0.74 2.05
F 0.490 1.137 -0.516 -0.60 -0.10 -0.33
F 2.204 -3.721 -1.804 3.38 -1.69 -3.16
F -0.616 -3.957 0.573 0.24 0.04 -1.08
Cl -4.308 -0.600 -2.941 -4.73 3.88 0.44
O -5.570 -0.008 -3.679 2.82 -2.57 2.34
O -4.170 0.028 -1.623 0.40 0.36 -0.90
O -4.332 -1.994 -2.656 0.18 -0.61 -1.62
O -3.255 -0.096 -3.799 2.00 -0.85 -0.32
Cl -3.230 -1.015 2.689 1.16 -1.05 0.61
O -2.434 -0.520 1.552 -0.39 -0.43 0.32
O -3.286 0.029 3.677 -0.60 -0.14 -0.74
O -4.465 -1.549 2.237 -0.77 1.01 -0.23
O -2.584 -2.178 3.354 1.00 0.42 -0.58
```
Positions in Å, forces in eV/Å.

Its multiplicity is 5. The calculation puts the orbital gap (spin up / spin down) at 0.14197 / 0.11724 Ha. As for the net charge: -2. The LUMO energy (spin up / spin down) is 2.56 / 1.88 eV.

These are the Mulliken partial charges, in e, on atoms 1 to 2: atom 1 (Pd): 1.01, atom 2 (Pd): 1.26

=====

Question: Look up the net charge of the first one.
Answer: +2

=====

Question: Which value of net charge does entry 2 give?
Answer: -2

=====

What did the second record say?
Below is a molecular structure, Ba4Cl2F3O20P3Pd2 in a non-equilibrium geometry, with properties calculated with ωB97M-V/def2-TZVPD.

Structure (XYZ):
```
34
Properties=species:S:1:pos:R:3:forces:R:3
Pd -0.831 -0.908 -0.239 0.51 0.28 1.15
Pd 0.917 -3.169 -0.750 -2.73 2.14 4.16
Ba -0.863 1.038 -2.779 -0.28 0.40 0.47
Ba 0.967 1.891 2.460 0.78 2.27 -0.50
Ba 3.183 2.014 -0.904 0.18 1.28 1.78
Ba -0.074 -3.237 2.754 0.21 1.25 0.93
P 1.931 -0.140 -2.893 -5.46 1.91 -7.76
O 0.736 -1.057 -2.417 -0.40 1.86 -0.77
O 1.608 1.494 -3.364 -0.36 -4.54 2.01
O 2.409 -0.520 -4.477 -1.32 0.22 1.33
O 3.066 -0.359 -2.143 7.03 -0.61 5.39
P 2.732 4.610 1.456 4.54 1.76 1.20
O 2.474 6.100 1.103 -0.48 -2.27 1.04
O 2.032 3.621 0.494 -3.20 -2.16 -0.89
O 2.402 4.097 2.981 -0.77 0.08 -2.47
O 4.257 4.210 1.087 -1.50 -0.03 0.39
P 1.825 -0.973 2.093 -0.18 -0.75 -0.90
O 2.783 0.168 1.657 -1.80 -0.99 0.16
O 1.824 -2.274 1.213 0.20 -1.12 -1.80
O 0.258 -0.689 2.105 -0.42 1.48 -1.71
O 1.918 -1.474 3.499 1.37 -0.74 2.05
F 0.490 1.137 -0.516 -0.60 -0.10 -0.33
F 2.204 -3.721 -1.804 3.38 -1.69 -3.16
F -0.616 -3.957 0.573 0.24 0.04 -1.08
Cl -4.308 -0.600 -2.941 -4.73 3.88 0.44
O -5.570 -0.008 -3.679 2.82 -2.57 2.34
O -4.170 0.028 -1.623 0.40 0.36 -0.90
O -4.332 -1.994 -2.656 0.18 -0.61 -1.62
O -3.255 -0.096 -3.799 2.00 -0.85 -0.32
Cl -3.230 -1.015 2.689 1.16 -1.05 0.61
O -2.434 -0.520 1.552 -0.39 -0.43 0.32
O -3.286 0.029 3.677 -0.60 -0.14 -0.74
O -4.465 -1.549 2.237 -0.77 1.01 -0.23
O -2.584 -2.178 3.354 1.00 0.42 -0.58
```
Positions in Å, forces in eV/Å.

Its multiplicity is 5. The calculation puts the orbital gap (spin up / spin down) at 0.14197 / 0.11724 Ha. As for the net charge: -2. The LUMO energy (spin up / spin down) is 2.56 / 1.88 eV.

These are the Mulliken partial charges, in e, on atoms 1 to 2: atom 1 (Pd): 1.01, atom 2 (Pd): 1.26

=====

Question: Which of these has the lowest net charge?
Answer: Ba4Cl2F3O20P3Pd2